ORCA calculation (ωB97M-V with the def2-TZVPD basis set) on a structure of composition C24H14CrF5N4O6S2Se in a non-equilibrium geometry.

Last column: Löwdin charge in e.
Atoms and positions in Å:
Se1 2.116 -0.306 -1.458  0.8814
Cr1 -0.068 1.159 0.434  0.7432
S1 1.666 -1.522 0.437  0.6787
S2 0.093 -0.732 2.878  1.0675
F1 1.207 -5.858 2.606  0.1209
F2 3.721 -5.539 3.658  0.1305
F3 4.390 -2.906 4.537  0.1293
F4 -0.234 -3.682 1.923  0.1058
F5 2.735 -0.954 4.241  0.1318
O1 -1.271 1.800 1.605  -0.1739
O2 -1.598 0.028 -0.421  -0.1896
O3 -0.233 2.410 -0.979  -0.1254
O4 -2.972 3.187 2.102  0.1746
O5 -1.568 4.002 -1.706  0.1495
O6 1.498 1.986 1.307  -0.1435
N1 1.108 4.046 2.450  0.1881
N2 0.074 -2.354 -5.178  0.0532
N3 3.838 2.242 -0.966  0.1050
N4 3.055 6.300 1.471  0.1445
C1 0.809 -3.543 2.715  -0.2855
C2 -0.064 -2.891 -4.005  -0.1659
C3 0.587 -2.392 -2.900  -0.0995
C4 2.321 -2.128 3.821  -0.2492
C5 3.095 5.233 1.087  -0.2324
C6 3.242 -3.191 3.909  -0.1249
C7 -2.226 0.612 -1.640  -0.2095
C8 -3.225 1.502 0.331  -0.0732
C9 0.474 -0.689 1.196  -0.9589
C10 2.945 -4.451 3.445  -0.0876
C11 3.484 2.997 -0.171  -0.2212
C12 -2.536 2.276 1.497  -0.4908
C13 2.877 3.874 0.751  -0.1776
C14 1.342 -1.193 -3.030  -0.5005
C15 1.461 -0.562 -4.288  -0.0454
C16 1.040 -2.286 3.300  -0.3157
C17 -2.868 0.005 0.318  -0.2218
C18 -2.697 1.977 -1.067  -0.0524
C19 0.793 -1.299 -5.316  -0.1481
C20 -1.434 2.916 -1.255  -0.5282
C21 -3.377 -0.332 -1.955  -0.0849
C22 1.656 -4.619 2.874  -0.1195
C23 1.776 3.230 1.412  -0.3514
C24 -3.828 -0.819 -0.549  -0.0564
H1 0.829 -0.912 -6.338  0.1150
H2 -1.457 0.516 -2.446  0.1756
H3 0.458 -2.933 -1.947  0.0959
H4 -4.286 1.849 0.462  0.1766
H5 -4.123 0.268 -2.503  0.1324
H6 -4.831 -0.511 -0.232  0.1316
H7 1.229 5.009 2.458  0.0402
H8 2.090 0.242 -4.447  0.0839
H9 -2.686 -0.402 1.274  0.1395
H10 0.427 3.747 3.073  0.0668
H11 -3.065 -1.147 -2.611  0.1158
H12 -0.649 -3.802 -3.976  0.1130
H13 -3.484 2.399 -1.637  0.1411
H14 -3.657 -1.856 -0.550  0.1015

## Properties
Maximum force in eV/A: 5.002
Lowest unoccupied orbital energy (alpha / beta) in eV: -2.0 / -2.0
Energy in Eh: -6334.91267
2S+1: 2
Orbital gap (alpha / beta) in eV: 5.97 / 6.00

ORCA calculation (ωB97M-V with the def2-TZVPD basis set) on a structure of composition C24H25N7O3Se2Ti.

Last column: Löwdin charge in e.
Atoms and positions in Å:
Se1 0.735 4.852 -0.818  0.8827
Se2 1.938 1.732 -1.808  0.9399
Ti1 -0.119 -0.239 -0.079  1.0356
O1 -0.780 -2.310 -3.534  0.0945
O2 -0.881 1.626 -0.142  -0.2850
O3 -0.267 -0.702 -2.053  -0.1759
N1 -5.056 -0.005 -1.165  0.1557
N2 0.117 -0.253 2.069  -0.0565
N3 -1.955 1.007 0.219  -0.1091
N4 1.592 -1.527 0.192  -0.0866
N5 -2.844 0.939 -0.874  0.1333
N6 -1.409 -2.010 -0.085  0.0258
N7 -5.912 -2.243 -1.782  0.1515
C1 2.471 -2.110 -0.809  -0.1594
C2 -2.587 -3.427 -1.603  0.0144
C3 1.010 -1.233 2.451  -0.3393
C4 1.775 -1.846 1.440  -0.0746
C5 4.870 -2.218 -1.506  -0.0497
C6 2.415 0.511 -3.246  -0.3639
C7 6.157 -1.710 -1.574  -0.0820
C8 1.008 -1.372 3.843  -0.0411
C9 0.526 2.679 -2.782  -0.5366
C10 -0.820 -1.809 -2.434  -0.5819
C11 -1.183 4.885 -0.467  -0.4172
C12 -2.135 -2.481 0.933  -0.0863
C13 4.206 -0.378 -0.122  -0.0708
C14 5.496 0.133 -0.191  -0.0711
C15 3.880 -1.553 -0.787  -0.2306
C16 6.473 -0.527 -0.919  -0.0887
C17 0.075 -0.453 4.319  -0.0882
C18 -0.445 0.204 3.197  -0.1560
C19 0.671 4.183 -2.651  -0.5887
C20 -3.119 -3.434 0.736  -0.0326
C21 -3.353 -3.905 -0.551  -0.0448
C22 -3.905 0.391 -0.982  -0.1346
C23 -5.469 -1.214 -1.507  -0.3257
C24 -1.618 -2.481 -1.326  -0.1659
H1 2.698 1.086 -4.125  0.0298
H2 3.454 0.147 0.452  0.0957
H3 7.477 -0.128 -0.971  0.1016
H4 -0.154 4.693 -3.151  0.0677
H5 -1.355 4.634 0.575  0.0147
H6 1.594 4.513 -3.126  0.0543
H7 0.647 2.392 -3.828  0.0721
H8 -0.446 2.325 -2.444  0.0415
H9 -1.592 5.868 -0.686  0.0139
H10 1.579 -0.147 -3.467  0.0158
H11 3.275 -0.063 -2.908  0.0083
H12 -1.917 -2.067 1.910  0.1164
H13 -1.665 4.133 -1.087  0.0092
H14 6.915 -2.238 -2.137  0.1030
H15 -2.731 -3.750 -2.623  0.1288
H16 1.612 -2.055 4.419  0.1030
H17 2.533 -2.582 1.712  0.1506
H18 -4.143 -4.620 -0.739  0.1140
H19 2.025 -1.916 -1.787  0.1068
H20 4.628 -3.140 -2.023  0.1162
H21 2.512 -3.198 -0.690  0.1310
H22 -0.190 -0.264 5.346  0.0903
H23 -3.702 -3.779 1.577  0.1122
H24 -1.186 0.989 3.166  0.1049
H25 5.731 1.055 0.325  0.1076

## Properties
Maximum force in eV/A: 0.728
Lowest unoccupied orbital energy (alpha / beta) in eV: -0.4 / -1.7
Energy in Eh: -7190.88440
2S+1: 3
Orbital gap (alpha / beta) in eV: 7.68 / 6.47
Energy above the lowest of the compared OMol25 structures with the same formula, charge and spin in kcal per mole: 38.6

ORCA calculation (ωB97M-V with the def2-TZVPD basis set) on the ion C27H26NO with charge +1 in a non-equilibrium geometry.

Last column: Löwdin charge in e.
Atoms and positions in Å:
O1 3.147 -2.562 -3.602  0.0412
N1 0.097 -2.080 2.189  -0.0031
C1 -0.933 -0.008 5.172  -0.0507
C2 1.296 0.736 -1.893  -0.0717
C3 -1.376 1.171 4.549  -0.0477
C4 1.233 -1.969 1.521  -0.1040
C5 2.766 -0.250 -3.538  0.0407
C6 1.484 -2.965 -1.172  -0.1893
C7 4.106 -4.422 -5.256  -0.0118
C8 2.024 -4.059 -2.098  0.0453
C9 1.731 -1.650 -1.824  -0.1431
C10 3.279 -2.932 0.760  -0.1088
C11 2.250 -1.045 2.022  -0.0840
C12 -0.438 -0.968 2.996  -0.2282
C13 3.365 -4.825 -4.107  -0.1404
C14 1.736 -2.938 0.435  -0.1351
C15 3.794 -7.156 -4.797  -0.0682
C16 2.780 -3.822 -3.215  -0.1911
C17 -0.920 0.192 2.384  -0.0132
C18 -0.507 -1.083 4.391  -0.0186
C19 -0.831 -3.239 2.111  0.0264
C20 1.042 -0.522 -1.345  -0.0216
C21 -1.401 1.263 3.143  -0.0445
C22 2.543 -1.505 -2.917  -0.1505
C23 3.604 -1.692 1.613  -0.1295
C24 3.180 -6.218 -3.942  -0.0184
C25 4.577 -6.709 -5.858  -0.0815
C26 4.718 -5.344 -6.100  -0.0722
C27 2.142 0.859 -2.983  -0.0673
H1 -0.916 0.252 1.288  0.1170
H2 -1.035 -3.536 1.065  0.1013
H3 1.329 -3.929 0.507  0.1213
H4 0.776 1.585 -1.453  0.1083
H5 -0.375 -4.080 2.661  0.1131
H6 2.118 -0.104 1.513  0.1321
H7 -0.178 -2.021 4.854  0.1288
H8 -1.800 -2.983 2.600  0.1181
H9 5.321 -4.979 -6.939  0.1128
H10 -1.779 2.154 2.663  0.1120
H11 3.659 -8.219 -4.598  0.1077
H12 2.208 -0.766 3.075  0.1376
H13 3.593 -3.849 1.309  0.1295
H14 4.118 -2.000 2.522  0.1114
H15 3.842 -2.922 -0.178  0.1166
H16 3.313 -0.168 -4.444  0.1164
H17 0.362 -0.669 -0.519  0.0921
H18 1.844 -5.074 -1.816  0.0977
H19 -0.918 -0.083 6.253  0.1138
H20 2.246 1.843 -3.438  0.1155
H21 -1.740 2.001 5.158  0.1157
H22 2.533 -6.537 -3.116  0.1047
H23 0.328 -3.167 -1.016  0.1641
H24 4.197 -3.343 -5.491  0.1230
H25 4.264 -0.974 1.114  0.1212
H26 5.084 -7.433 -6.494  0.1091

## Properties
Maximum force in eV/A: 3.230
Lowest unoccupied orbital energy in eV: -3.9
Energy in Eh: -1174.16858
2S+1: 1
Orbital gap in eV: 6.80
Energy above the lowest of the compared OMol25 structures with the same formula, charge and spin in kcal per mole: 13.6
Total charge: +1
Structure (SMILES): C/[N+](=C1/CCC[C@@H]1[C@@H]1C=C(c2ccccc2)Oc2ccccc21)c1ccccc1

ORCA calculation (ωB97M-V with the def2-TZVPD basis set) on a structure of composition C44H52BrCdN6OS3Si3.

Last column: Löwdin charge in e.
Atoms and positions in Å:
Cd1 -0.256 -0.468 0.763  1.3139
Br1 3.399 -5.834 -1.636  0.6621
S1 -2.414 -1.938 1.452  0.5756
S2 6.173 0.870 -2.281  1.0304
S3 -1.543 5.169 5.649  1.0351
Si1 -2.787 -0.048 -2.010  0.2903
Si2 -2.690 -2.943 -3.112  0.3437
Si3 -0.513 -0.914 -3.894  0.3532
O1 -1.952 0.632 -0.632  -0.4215
N1 1.497 1.317 -0.307  0.1124
N2 -0.754 -0.373 3.345  -0.0366
N3 -4.190 -0.898 3.102  0.0479
N4 -2.071 -0.398 3.690  -0.0700
N5 1.869 0.100 2.665  0.1106
N6 -0.152 2.100 1.718  0.1057
C1 4.161 0.380 3.312  -0.0528
C2 6.422 0.049 -3.761  -0.4235
C3 -3.074 3.297 6.450  -0.1795
C4 -1.880 -1.351 -2.793  -0.4369
C5 -0.294 -0.177 5.754  -0.0474
C6 -4.113 -2.849 -4.376  -0.1907
C7 1.050 -1.971 -3.721  -0.1690
C8 0.977 2.801 1.502  -0.1589
C9 3.574 1.478 -1.500  -0.1922
C10 4.463 0.887 -2.505  -0.4849
C11 2.479 0.065 4.970  -0.0219
C12 1.849 2.391 0.425  -0.1779
C13 1.040 -2.083 0.011  -0.2568
C14 -2.853 -1.014 2.819  -0.9305
C15 -4.485 -0.516 -1.323  -0.1748
C16 4.121 0.268 -3.670  -0.1060
C17 -1.547 -4.259 -3.860  -0.1891
C18 -0.918 -1.023 -5.752  -0.1941
C19 3.149 0.287 2.369  -0.1420
C20 5.246 -0.211 -4.393  -0.1707
C21 1.523 -0.017 3.954  -0.2124
C22 -2.366 2.772 5.336  -0.1173
C23 -1.493 3.672 4.793  -0.4842
C24 0.388 -3.244 -0.420  -0.1797
C25 -0.909 2.435 2.732  -0.0925
C26 -2.731 4.582 6.733  -0.4265
C27 0.045 0.899 -3.705  -0.1860
C28 1.065 -4.361 -0.895  -0.1540
C29 2.433 -2.118 -0.059  -0.1874
C30 -3.455 -3.852 -1.635  -0.1921
C31 -2.647 1.671 0.036  -0.1964
C32 2.446 -4.325 -0.960  -0.7062
C33 -0.599 3.459 3.652  -0.1882
C34 3.918 2.593 -0.774  0.0233
C35 3.148 -3.211 -0.545  -0.1551
C36 0.088 -0.205 4.299  -0.2891
C37 2.584 4.575 2.060  -0.0260
C38 3.393 4.198 1.050  -0.0250
C39 2.321 0.879 -1.228  -0.0913
C40 3.056 3.076 0.222  -0.1467
C41 -3.138 1.519 -3.042  -0.1722
C42 1.363 3.869 2.327  -0.1348
C43 3.809 0.264 4.645  -0.0683
C44 0.550 4.178 3.429  0.0279
H1 5.184 0.535 3.001  0.1022
H2 -1.362 -0.335 5.850  0.0560
H3 -3.115 5.218 7.514  0.0593
H4 -5.035 0.360 -0.969  0.0208
H5 -1.166 -3.990 -4.847  0.0123
H6 3.023 -1.271 0.277  0.0493
H7 -0.006 1.254 -2.672  0.0051
H8 -3.950 -4.756 -2.007  0.0221
H9 -1.223 -2.029 -6.049  0.0064
H10 -2.700 -4.166 -0.910  0.0039
H11 -2.339 2.260 -2.970  0.0179
H12 5.177 -0.732 -5.336  0.1048
H13 -3.247 1.246 -4.095  0.0247
H14 -0.031 0.781 6.210  0.0808
H15 -2.020 2.562 0.103  0.0733
H16 2.844 5.412 2.697  0.1118
H17 -0.052 -0.742 -6.362  0.0178
H18 -4.395 -1.214 -0.491  -0.0230
H19 -4.798 -1.541 2.626  0.0673
H20 0.847 -3.004 -4.009  0.0156
H21 0.228 -0.963 6.305  0.0794
H22 -0.594 1.548 -4.307  0.0185
H23 -1.819 1.862 2.865  0.0931
H24 1.423 -1.999 -2.693  0.0022
H25 2.185 -0.027 6.005  0.0961
H26 -3.568 1.945 -0.482  0.0584
H27 7.418 -0.211 -4.079  0.0598
H28 -2.484 1.760 4.962  0.0887
H29 2.012 -0.005 -1.775  0.0994
H30 4.321 4.722 0.857  0.1124
H31 -5.087 -0.980 -2.108  0.0178
H32 -0.695 -3.285 -0.402  0.0306
H33 -4.430 -0.628 4.041  0.0791
H34 4.230 -3.192 -0.597  0.0900
H35 1.070 1.039 -4.066  0.0088
H36 -1.739 -0.344 -5.997  0.0182
H37 -2.114 -5.190 -3.967  0.0242
H38 4.861 3.097 -0.957  0.1141
H39 -3.780 -2.354 -5.292  0.0134
H40 3.389 0.373 1.315  0.0846
H41 3.097 0.164 -3.996  0.0852
H42 -0.690 -4.456 -3.214  0.0031
H43 4.558 0.325 5.425  0.1037
H44 -4.955 -2.275 -3.981  0.0059
H45 -2.924 1.346 1.045  0.0644
H46 0.524 -5.240 -1.219  0.0932
H47 -3.808 2.739 7.014  0.1013
H48 -4.070 2.002 -2.733  0.0171
H49 -4.196 -3.262 -1.096  -0.0013
H50 -4.482 -3.846 -4.638  0.0164
H51 1.852 -1.614 -4.374  0.0114
H52 0.854 4.970 4.105  0.1097

## Properties
Maximum force in eV/A: 0.140
Lowest unoccupied orbital energy in eV: 1.3
Energy in Eh: -6916.66589
2S+1: 1
Orbital gap in eV: 5.04
Energy above the lowest of the compared OMol25 structures with the same formula, charge and spin in kcal per mole: 0.0
Total charge: -1

ORCA calculation (ωB97M-V with the def2-TZVPD basis set) on a structure of composition C8H18N3 in a non-equilibrium geometry.

Last column: Löwdin charge in e.
Atoms and positions in Å:
N1 -0.398 2.065 -2.035  -0.1392
N2 -0.252 0.310 -0.991  -0.2721
N3 -0.112 0.678 -2.360  0.0603
C1 0.280 -1.702 3.114  -0.1947
C2 -0.649 -2.529 3.645  0.0102
C3 0.409 2.993 -2.855  -0.0164
C4 0.754 -0.507 1.067  -0.2083
C5 0.982 -1.802 1.772  -0.1967
C6 0.660 -0.683 -0.435  -0.1459
C7 0.077 1.757 -0.711  -0.0606
C8 -1.663 -0.196 -0.742  0.0627
H1 -0.115 0.014 1.371  0.0918
H2 0.435 -2.673 1.174  0.1577
H3 0.736 2.494 -3.753  0.0960
H4 -1.868 -0.132 0.281  0.0859
H5 -1.735 -1.203 -0.914  0.0819
H6 1.200 1.850 -0.668  0.1618
H7 1.603 -0.559 -1.018  0.1479
H8 -1.074 -3.399 3.088  0.0664
H9 0.410 -1.745 -0.821  0.1626
H10 0.755 -0.848 3.674  0.1224
H11 -0.556 2.135 0.131  0.1619
H12 -1.170 -2.487 4.636  0.0729
H13 2.018 -1.912 1.860  0.1009
H14 1.561 0.201 1.209  0.1269
H15 -2.368 0.449 -1.269  0.1227
H16 -0.226 3.788 -3.079  0.0693
H17 -0.915 0.236 -3.010  0.2059
H18 1.224 3.408 -2.362  0.0658

## Properties
Maximum force in eV/A: 4.326
Lowest unoccupied orbital energy in eV: -2.5
Energy in Eh: -479.45921
2S+1: 1
Orbital gap in eV: 10.16
Energy above the lowest of the compared OMol25 structures with the same formula, charge and spin in kcal per mole: 105.5
Total charge: +1

ORCA calculation (ωB97M-V with the def2-TZVPD basis set) on an isolated molecule of C6H12O in a non-equilibrium geometry.

Last column: Löwdin charge in e.
Atoms and positions in Å:
O1 -0.493 -0.884 -0.744  -0.0963
C1 -0.676 -0.116 0.397  -0.3564
C2 0.392 0.005 1.443  -0.2679
C3 -0.891 1.370 -1.922  -0.0654
C4 1.692 -0.753 1.328  -0.0707
C5 -0.896 -0.750 1.718  -0.0418
C6 -0.016 0.011 -1.725  -0.2063
H1 -0.808 -1.832 1.767  0.1142
H2 0.026 -0.595 -2.648  0.1231
H3 -1.649 -0.325 2.373  0.1004
H4 -1.356 1.990 -1.121  0.0703
H5 -0.230 2.096 -2.395  0.0636
H6 2.143 -0.893 2.315  0.0741
H7 1.541 -1.741 0.883  0.0820
H8 -1.161 0.799 0.069  0.1002
H9 -1.740 1.159 -2.569  0.0640
H10 1.016 0.300 -1.468  0.1086
H11 0.477 0.995 1.887  0.1319
H12 2.418 -0.218 0.704  0.0724

## Properties
Maximum force in eV/A: 1.418
Lowest unoccupied orbital energy in eV: 1.1
Energy in Eh: -310.97628
2S+1: 1
Orbital gap in eV: 10.19
Energy above the lowest of the compared OMol25 structures with the same formula, charge and spin in kcal per mole: 52.1
Structure (SMILES): CCO[C@H]1C[C@H]1C